Arrangement i

Below is 13 unconnected molecules or ions with the total composition H26O13, with properties calculated with ωB97M-V/def2-TZVPD.

- HOMO level (spin up / spin down): -0.4918 / -0.4911 hartree
- E_LUMO (spin up / spin down): -3.73 / -10.15 eV
- Spin multiplicity: 2
- Kohn-Sham gap (spin up / spin down): 9.65 / 3.21 eV
- ⟨S²⟩: 0.76
- Total charge: +1

Positions of all 39 atoms, in Å:
O 2.984 2.618 0.942
H 3.041 1.714 0.635
H 2.163 2.654 1.433
O -2.482 -2.023 0.957
H -3.100 -2.296 1.635
H -1.783 -2.676 0.993
O -2.827 0.312 -1.624
H -2.151 -0.352 -1.760
H -3.224 0.430 -2.487
O 2.598 -0.022 0.014
H 3.094 -0.729 0.429
H 2.642 -0.215 -0.922
O -1.593 2.848 -1.191
H -1.934 1.997 -1.468
H -1.936 2.966 -0.305
O 1.726 2.114 -2.870
H 1.555 1.217 -2.585
H 2.128 2.019 -3.734
O -0.125 0.455 0.228
H 0.829 0.388 0.186
H -0.439 -0.384 -0.108
O -1.435 -1.838 -2.404
H -0.544 -2.145 -2.240
H -1.653 -2.185 -3.269
O 0.073 -2.901 1.932
H 0.602 -3.697 1.878
H 0.606 -2.229 1.508
O 0.372 2.845 2.081
H -0.142 2.939 2.883
H -0.271 2.913 1.375
O -2.341 0.639 1.799
H -1.612 0.969 1.273
H -2.534 -0.222 1.429
O 1.329 -0.116 2.468
H 2.133 0.195 2.050
H 0.696 0.587 2.322
O 0.810 -2.833 -1.109
H 1.268 -3.601 -0.767
H 1.476 -2.359 -1.608

Here are the Mulliken charges for atoms 1 to 4, given in e: -0.63 0.40 0.35 -0.66

=====

Arrangement ii

Below is 13 unconnected molecules or ions with the total composition H26O13, with properties calculated with ωB97M-V/def2-TZVPD.

- HOMO level (spin up / spin down): -0.5227 / -0.5047 hartree
- E_LUMO (spin up / spin down): -2.81 / -10.70 eV
- Spin multiplicity: 2
- Kohn-Sham gap (spin up / spin down): 11.41 / 3.04 eV
- ⟨S²⟩: 0.76
- Total charge: +1

Positions of all 39 atoms, in Å:
O 0.874 2.740 3.043
H 0.611 2.655 2.126
H 0.408 3.516 3.355
O 2.667 -0.830 1.114
H 1.800 -1.033 0.763
H 2.553 -0.851 2.064
O -2.730 1.891 -0.446
H -3.636 1.757 -0.724
H -2.204 1.490 -1.138
O 1.199 -3.788 -0.084
H 0.783 -3.399 0.686
H 1.252 -4.722 0.118
O -0.806 0.501 3.852
H 0.045 0.939 3.860
H -0.899 0.174 2.957
O -1.923 -2.539 0.910
H -1.627 -1.632 0.987
H -1.362 -3.027 1.512
O 1.148 1.943 -2.302
H 1.470 1.931 -3.203
H 0.369 1.387 -2.318
O 3.108 2.143 -0.208
H 3.067 1.539 0.533
H 2.359 1.905 -0.754
O 1.263 -1.745 -1.753
H 1.430 -2.492 -1.179
H 2.079 -1.629 -2.239
O -0.081 -0.429 0.587
H -0.017 -0.939 -0.221
H 0.127 0.467 0.322
O 0.107 2.452 0.270
H 0.393 2.662 -0.619
H -0.844 2.563 0.248
O -2.457 -1.948 -1.702
H -2.337 -2.260 -0.805
H -3.376 -2.130 -1.898
O -1.327 0.386 -2.336
H -1.705 0.805 -3.109
H -1.783 -0.453 -2.271

Here are the Mulliken charges for atoms 1 to 4, given in e: -0.50 0.39 0.36 -0.65

=====

Most stable to least stable, the ends of the list are arrangement ii and arrangement i.

=====

Arrangement i

Below is 5 unconnected molecules or ions with the total composition C4H17NO6, with properties calculated with ωB97M-V/def2-TZVPD.

- HOMO level: -0.3565 hartree
- E_LUMO: 0.32 eV
- Kohn-Sham gap: 10.02 eV
- Structure (SMILES): CN(C=O)CCO.O.O.O.O

Positions of all 28 atoms, in Å:
C -2.177 1.051 -0.840
N -0.802 0.504 -0.729
C -0.515 -0.442 -1.788
O -1.284 -0.794 -2.653
C -0.561 -0.133 0.630
C 0.190 -1.453 0.720
O 1.313 -1.480 -0.133
H -2.068 1.915 -0.192
H -2.265 1.361 -1.887
H -2.917 0.274 -0.801
H 0.535 -0.685 -1.990
H -1.586 -0.048 1.048
H 0.072 0.573 1.177
H 0.522 -1.740 1.749
H -0.313 -2.376 0.376
H 2.108 -1.011 0.158
O 1.089 2.528 -0.326
H 0.678 1.864 -0.929
H 1.047 3.289 -0.921
O 3.477 0.477 0.080
H 3.124 1.376 0.122
H 3.988 0.393 -0.737
O -2.158 -3.055 -0.325
H -2.076 -3.715 -1.030
H -2.504 -2.263 -0.747
O 1.122 1.264 3.703
H 1.242 0.455 3.191
H 0.718 1.872 3.074

Here are the Mulliken charges for atoms 1 to 4, given in e: -1.20 0.07 -0.07 -0.53

=====

Arrangement ii

Below is 5 unconnected molecules or ions with the total composition C4H17NO6, with properties calculated with ωB97M-V/def2-TZVPD.

- HOMO level: -0.3347 hartree
- E_LUMO: 0.49 eV
- Kohn-Sham gap: 9.60 eV
- Structure (SMILES): O=CCCNCO.O.O.O.O

Positions of all 28 atoms, in Å:
O -0.872 -1.603 1.330
C -0.050 -2.328 0.828
C 0.011 -2.354 -0.705
C 0.730 -1.097 -1.259
N 1.666 -0.582 -0.239
C 1.270 0.536 0.645
O 1.376 1.836 0.068
H 0.619 -2.986 1.452
H -1.021 -2.202 -1.050
H 0.362 -3.335 -1.099
H -0.020 -0.351 -1.600
H 1.346 -1.278 -2.141
H 2.658 -0.610 -0.393
H 1.980 0.522 1.477
H 0.209 0.328 0.700
H 2.254 2.076 -0.258
O -0.197 1.049 -2.998
H -1.163 0.997 -2.889
H 0.057 1.974 -2.919
O 0.461 0.380 3.375
H 1.003 -0.357 3.104
H -0.479 0.211 3.414
O -2.319 1.655 -1.543
H -1.897 0.811 -1.334
H -2.291 2.155 -0.718
O -2.019 1.863 1.508
H -2.566 1.075 1.520
H -1.110 1.615 1.723

Here are the Mulliken charges for atoms 1 to 4, given in e: -0.45 0.00 -0.50 -0.08

=====

Most stable to least stable, the ends of the list are arrangement i and arrangement ii.

=====

Arrangement i

Below is a single C23H25N3O3S molecule, with properties calculated with ωB97M-V/def2-TZVPD.

- HOMO level: -0.2796 hartree
- E_LUMO: 0.29 eV
- Kohn-Sham gap: 7.90 eV
- Structure (SMILES): COc1ccc2cc(CN(C[C@@H]3CCCO3)C(=S)Nc3ccccc3)c(=O)[nH]c2c1

Positions of all 55 atoms, in Å:
C -6.199 -0.624 1.837
O -5.924 -1.074 0.531
C -4.635 -1.160 0.130
C -4.444 -1.569 -1.203
C -3.185 -1.665 -1.727
C -2.059 -1.359 -0.950
C -0.732 -1.332 -1.464
C 0.329 -0.962 -0.708
C 1.712 -0.802 -1.280
N 2.335 0.476 -0.953
C 3.752 0.430 -0.677
C 4.092 -0.418 0.568
C 5.397 0.018 1.235
C 6.433 -0.786 0.454
C 5.678 -2.091 0.195
O 4.293 -1.780 0.191
C 1.619 1.596 -0.707
S 2.241 2.911 0.070
N 0.355 1.616 -1.257
C -0.843 2.019 -0.682
C -0.938 2.483 0.627
C -2.175 2.790 1.160
C -3.329 2.641 0.408
C -3.237 2.186 -0.896
C -2.006 1.877 -1.438
C 0.152 -0.669 0.713
O 1.043 -0.407 1.500
N -1.156 -0.694 1.148
C -2.254 -0.976 0.389
C -3.538 -0.877 0.925
H -5.795 -1.307 2.590
H -7.285 -0.601 1.918
H -5.801 0.381 2.004
H -5.319 -1.792 -1.792
H -3.045 -1.968 -2.754
H -0.593 -1.574 -2.511
H 2.365 -1.572 -0.857
H 1.679 -0.939 -2.371
H 4.257 0.005 -1.551
H 4.083 1.459 -0.529
H 3.238 -0.381 1.251
H 5.393 -0.289 2.281
H 5.552 1.092 1.184
H 6.673 -0.286 -0.485
H 7.353 -0.951 1.010
H 5.866 -2.820 0.993
H 5.940 -2.552 -0.763
H 0.243 1.096 -2.116
H -0.047 2.593 1.224
H -2.236 3.146 2.178
H -4.292 2.883 0.833
H -4.129 2.063 -1.494
H -1.939 1.512 -2.454
H -1.289 -0.430 2.117
H -3.646 -0.565 1.951

Here are the Mulliken charges for atoms 1 to 4, given in e: -0.75 -0.47 0.79 -0.74

=====

Arrangement ii

Below is a single C23H25N3O3S molecule, with properties calculated with ωB97M-V/def2-TZVPD.

- HOMO level: -0.2907 hartree
- E_LUMO: 0.04 eV
- Kohn-Sham gap: 7.95 eV
- Structure (SMILES): COc1cccc(/C=C2/Sc3ccc(C(=O)NCCN4CCCC4)cc3NC2=O)c1

Positions of all 55 atoms, in Å:
C -6.393 -2.920 1.087
O -7.473 -2.025 1.205
C -7.277 -0.728 0.846
C -8.416 0.081 0.833
C -8.314 1.412 0.484
C -7.090 1.954 0.137
C -5.948 1.154 0.127
C -4.682 1.763 -0.242
C -3.626 1.211 -0.864
S -2.238 2.279 -1.168
C -0.895 1.148 -1.081
C 0.387 1.638 -0.865
C 1.466 0.780 -0.797
C 1.274 -0.593 -0.944
C 2.388 -1.589 -0.910
O 2.328 -2.643 -1.517
N 3.429 -1.252 -0.120
C 4.671 -1.984 -0.099
C 5.807 -1.071 -0.570
N 5.817 0.150 0.206
C 6.570 1.240 -0.392
C 6.674 2.241 0.751
C 6.964 1.334 1.949
C 6.294 0.000 1.580
C -0.004 -1.076 -1.192
C -1.097 -0.222 -1.262
N -2.350 -0.735 -1.558
C -3.578 -0.142 -1.462
O -4.561 -0.732 -1.861
C -6.046 -0.183 0.512
H -5.969 -2.899 0.079
H -5.607 -2.701 1.819
H -6.804 -3.908 1.290
H -9.362 -0.360 1.101
H -9.197 2.033 0.481
H -7.016 2.993 -0.149
H -4.593 2.813 0.016
H 0.522 2.703 -0.758
H 2.455 1.191 -0.657
H 3.477 -0.337 0.301
H 4.562 -2.842 -0.764
H 4.869 -2.341 0.917
H 5.631 -0.799 -1.614
H 6.766 -1.616 -0.511
H 6.031 1.631 -1.258
H 7.575 0.923 -0.718
H 7.449 2.986 0.589
H 5.718 2.747 0.882
H 6.574 1.744 2.879
H 8.039 1.197 2.064
H 5.444 -0.218 2.232
H 7.009 -0.832 1.667
H -0.133 -2.138 -1.342
H -2.371 -1.682 -1.919
H -5.151 -0.780 0.556

Here are the Mulliken charges for atoms 1 to 4, given in e: -0.79 -0.46 0.64 -0.56

=====

Most stable to least stable, the ends of the list are arrangement i and arrangement ii.

=====

Arrangement i

Below is a molecular structure, C2H8NO4, with properties calculated with ωB97M-V/def2-TZVPD.

- HOMO level: -0.5845 hartree
- E_LUMO: -3.37 eV
- Kohn-Sham gap: 12.54 eV
- Total charge: +1

Positions of all 15 atoms, in Å:
C -1.578 0.750 1.046
C 0.273 -0.538 -0.651
N -0.157 0.827 0.528
O 0.322 -1.647 0.082
O -0.451 -0.399 -1.716
O 2.449 -0.120 -0.091
O 1.511 -0.104 -1.118
H -2.413 0.580 0.320
H -1.545 -0.136 1.809
H -1.641 1.567 1.716
H -0.060 1.516 -0.233
H 0.618 0.939 1.172
H -0.019 -2.419 -0.409
H -0.172 0.181 -2.439
H 2.862 -0.997 -0.016

Here are the Mulliken charges for atoms 1 to 4, given in e: -0.78 0.84 -0.38 -0.45

=====

Arrangement ii

Below is a gas-phase ion, C2H8NO4 (charge +1), with properties calculated with ωB97M-V/def2-TZVPD.

- HOMO level: -0.5453 hartree
- E_LUMO: -3.52 eV
- Kohn-Sham gap: 11.32 eV
- Structure (SMILES): [NH3+][C@@H](O)C(O)(O)O
- Total charge: +1

Positions of all 15 atoms, in Å:
N 1.563 -0.459 0.921
C 0.676 0.631 0.096
O 1.384 0.689 -1.052
C -0.942 0.008 -0.257
O -0.800 -0.689 -1.366
O -1.738 1.130 -0.322
O -1.293 -0.641 0.890
H 2.359 -0.403 0.279
H 1.751 -0.114 1.892
H 1.071 -1.313 0.880
H 0.600 1.539 0.727
H 0.757 0.733 -1.806
H -1.642 -0.474 -1.854
H -2.558 0.907 0.152
H -1.188 -1.545 0.820

Here are the Mulliken charges for atoms 1 to 4, given in e: -0.29 0.08 -0.54 0.50

=====

Most stable to least stable, the ends of the list are arrangement ii and arrangement i.